A | # C2H6F2P

2 unconnected molecules or ions with the total composition C2H6F2P (ωB97M-V/def2-TZVPD, the OMol25 dataset).

Positions of all 11 atoms, in Å:
C -0.33224 -0.08596 1.62784
C -0.14352 0.05773 -1.58330
F -0.89034 2.09270 0.03739
F -3.05522 -0.86712 -0.00501
P -0.77338 0.52114 -0.00713
H -0.65224 -1.12816 1.67188
H -0.96986 0.40296 2.34434
H 0.70844 0.11171 1.75587
H 0.76951 0.65211 -1.59805
H -0.62401 0.44614 -2.52112
H 0.00319 -1.04248 -1.56691

HOMO (alpha / beta) in eV: -17.8 / -15.6
LUMO (alpha / beta) in Eh: -0.27772 / -0.28298
Net charge: +1



B | # C2H6F2P

A molecular structure, C2H6F2P (ωB97M-V/def2-TZVPD, the OMol25 dataset).

Positions of all 11 atoms, in Å:
C 1.38964 1.55477 -0.01892
C -0.67958 -1.67576 0.09879
F -1.55707 0.57810 -1.08285
F -1.22011 0.66896 1.27643
P -0.48491 0.15916 -0.02929
H 1.01963 2.19028 0.76121
H 1.07107 2.08701 -0.99137
H 2.29448 0.89188 0.01493
H 0.29284 -2.16705 0.38256
H -0.55498 -2.09741 -0.92372
H -1.57100 -2.18992 0.51222

HOMO in eV: -17.1
LUMO in Eh: -0.21636
Net charge: +1



What should be chosen as the most stable of them? Choose B.



A | # C7H6N3

A molecular structure, C7H6N3 (ωB97M-V/def2-TZVPD, the OMol25 dataset).

Positions of all 16 atoms, in Å:
C -2.36543 1.00157 1.35724
C -2.78935 -0.12139 1.89994
C 0.75766 1.16135 -0.58471
C -0.31680 1.63807 0.12653
C 1.01301 -0.22176 -0.66908
C -0.89460 -0.54124 0.52343
C 2.16883 -0.83880 -1.33607
N 0.09852 -0.99117 -0.06360
N -1.20050 0.80581 0.74544
N -2.32778 -1.23798 1.57352
H 1.44053 1.85868 -1.04338
H -0.48117 2.69873 0.25961
H 1.94133 -1.02453 -2.38872
H 2.40483 -1.79598 -0.87653
H 3.03365 -0.18064 -1.29904
H -2.48273 -2.21072 1.77542

HOMO (alpha / beta) in eV: -13.0 / -13.1
LUMO (alpha / beta) in Eh: -0.23039 / -0.23762
Net charge: +1



B | # C7H6N3

A gas-phase ion, C7H6N3 (charge +1) (ωB97M-V/def2-TZVPD, the OMol25 dataset).

Positions of all 16 atoms, in Å:
C 2.66475 -0.87732 -0.46419
C 3.32314 0.14748 0.01259
C -0.93143 -1.13301 -0.22106
C 0.40701 -1.53604 -0.32171
C -1.37995 0.19179 -0.06512
C 0.88897 0.63523 -0.07377
C -2.71923 0.75753 0.08223
N -0.25367 1.01004 0.09558
N 1.37862 -0.64058 -0.28128
N 3.24612 1.15718 0.63884
H -1.71872 -1.83454 -0.39336
H 0.64324 -2.59633 -0.28033
H -2.81817 1.26841 1.02951
H -3.42715 -0.08083 0.11525
H -3.02633 1.36987 -0.68892
H 3.72279 2.16111 0.81572

HOMO (alpha / beta) in eV: -12.5 / -12.4
LUMO (alpha / beta) in Eh: -0.23809 / -0.25509
Net charge: +1



What should be chosen as the most stable of them? Choose A.



A | # C33H70NO15

10 unconnected molecules or ions with the total composition C33H70NO15 (ωB97M-V/def2-TZVPD, the OMol25 dataset).

Positions of all 119 atoms, in Å:
N -0.11118 -0.15493 -0.47618
H -1.03718 0.18507 -0.90318
H 0.47382 -0.68993 -1.07218
H -0.46118 -0.75593 0.30882
H 0.21182 0.52607 0.12982
O -1.60518 1.59307 1.41282
C -1.64018 2.39607 2.33282
O -0.92218 2.23507 3.46882
C -0.00518 1.18007 3.63882
C 1.06382 1.53107 4.73382
C -2.47018 3.57807 2.35382
H 0.38082 0.98907 2.55482
H -0.60218 0.19107 3.88982
H 1.57982 0.62307 4.95282
H 0.61782 1.75907 5.56382
H 1.83582 2.38607 4.50382
H -2.40618 3.91207 3.27082
H -3.50618 3.16107 1.85782
H -2.07918 4.35607 1.77482
O -2.64518 -2.11393 2.62282
C -3.02018 -3.21493 2.06782
O -2.31718 -4.10993 1.46082
C -0.90518 -4.04293 1.68982
C -0.24818 -5.12593 0.92482
C -4.53818 -3.57693 2.06682
H -0.73918 -4.04993 2.93182
H -0.58818 -2.94093 1.34182
H 0.86082 -4.87493 0.82182
H -0.34618 -5.04793 -0.13318
H -0.24018 -6.15793 1.51182
H -4.69718 -4.26393 2.87482
H -4.92818 -4.02993 1.27382
H -5.27218 -2.82493 2.35482
O 2.75282 0.12207 -1.47718
C 3.59882 0.56607 -2.28918
O 3.31282 0.98807 -3.49718
C 1.99982 0.92507 -3.86118
C 1.78482 1.00707 -5.48818
C 4.98582 0.97607 -1.81518
H 1.21682 1.71807 -3.52818
H 1.40982 0.03107 -3.85518
H 2.39782 0.32807 -6.01418
H 2.08482 2.16307 -5.60918
H 0.63482 0.83607 -5.86018
H 5.17882 0.24307 -0.98018
H 4.93082 1.83907 -1.28818
H 5.73782 0.52407 -2.44618
O -1.22818 1.33107 -3.02518
C -2.42118 1.56407 -3.00318
O -2.93118 2.61807 -2.42618
C -2.14018 3.44907 -1.47718
C -3.02118 4.65607 -1.10718
C -3.45918 0.75007 -3.64718
H -1.23418 3.75607 -1.92518
H -1.97518 2.94107 -0.56718
H -3.85318 4.43807 -0.61918
H -3.36618 5.00107 -2.17118
H -2.58018 5.54307 -0.60918
H -3.08418 -0.39393 -4.06618
H -3.76418 1.23507 -4.64518
H -4.33518 0.71807 -2.77118
O -3.27718 -0.68293 -0.41818
C -4.43918 -0.36393 -0.21818
O -5.41218 -0.81893 -1.06118
C -5.19818 -1.92793 -1.88118
C -6.54918 -2.32893 -2.56218
C -4.94718 0.49307 0.90882
H -4.98218 -2.78993 -1.51218
H -4.28718 -1.63693 -2.38518
H -6.61318 -3.19093 -3.33818
H -6.98318 -1.43393 -2.97818
H -7.47918 -2.38193 -2.03018
H -5.48618 1.33507 0.60382
H -4.19518 0.96507 1.68882
H -5.62018 -0.05793 1.48182
O 4.65682 2.93607 2.70082
C 4.67782 1.71607 2.43882
O 5.81882 0.91607 2.18982
C 7.05482 1.46307 2.41982
C 7.80982 1.32207 1.13782
C 3.41882 0.88807 2.17782
H 7.48682 0.86107 3.19482
H 6.95782 2.50507 2.62382
H 8.65782 2.04007 0.98882
H 7.12082 1.92607 0.33782
H 7.93182 0.21807 0.78082
H 2.64082 1.27107 1.65482
H 3.19582 0.53607 3.04982
H 3.82882 0.19707 1.48782
C 2.21082 -3.31993 3.45682
C 2.25382 -2.41393 2.21182
O 1.36582 -1.36493 2.08782
C 3.24982 -2.61593 1.02882
H 1.28482 -3.53593 4.05782
H 2.85582 -2.94893 4.20382
H 2.80382 -4.23493 3.45282
H 2.83482 -3.51493 0.52882
H 4.16282 -3.20193 1.44182
H 3.41882 -1.84493 0.50082
C 2.06582 4.61407 -0.78318
C 1.41682 3.96407 0.57182
O 0.66882 2.90907 0.51682
C 1.44382 4.78607 1.81582
H 2.72282 3.91807 -1.25818
H 2.63582 5.62307 -0.56918
H 1.30982 4.53307 -1.42918
H 2.40482 5.00407 2.01382
H 1.19882 4.22607 2.46382
H 0.91982 5.75807 1.86082
C -0.23918 -4.57793 -3.86818
C -0.75218 -3.89293 -2.55018
O -0.07718 -3.09093 -1.89518
C -2.10518 -4.18093 -2.14518
H -0.59618 -4.14893 -4.71218
H -0.46118 -5.60193 -3.76718
H 0.76782 -4.67393 -4.11018
H -2.81918 -3.92993 -3.00818
H -2.53918 -3.42793 -1.52618
H -2.52118 -5.28893 -2.11118

HOMO in eV: -12.0
LUMO in Eh: -0.06061
Net charge: +1



B | # C33H70NO15

10 unconnected molecules or ions with the total composition C33H70NO15 (ωB97M-V/def2-TZVPD, the OMol25 dataset).

Positions of all 119 atoms, in Å:
N -0.23182 -0.30491 0.14966
H -0.33982 -1.28791 0.57666
H -0.60282 0.49909 0.72366
H -1.00282 -0.39391 -0.53234
H 0.74318 0.05809 -0.05234
O 1.92218 0.35309 -5.44334
C 1.78218 1.57409 -5.46634
O 1.31718 2.30209 -4.43734
C 1.04818 1.78409 -3.11134
C 1.18618 2.96009 -2.10234
C 1.83118 2.43409 -6.75634
H 1.61018 0.96909 -2.72834
H -0.05582 1.25609 -3.14834
H 1.23518 2.64009 -0.99634
H 0.32118 3.79909 -2.04434
H 1.84018 3.52609 -2.31134
H 0.80518 2.61109 -7.23634
H 2.61818 1.91809 -7.39134
H 2.38718 3.40709 -6.56934
O 1.60518 -1.18191 2.81166
C 1.69418 -1.25891 4.01266
O 1.10018 -2.06291 4.87166
C 0.30718 -3.19691 4.43866
C -0.11782 -3.97691 5.67166
C 2.67118 -0.33691 4.59366
H 1.02618 -3.83891 3.81666
H -0.41182 -2.88391 3.85866
H 0.80418 -4.40991 6.20966
H -0.66682 -4.86891 5.22166
H -0.78982 -3.49991 6.34066
H 2.55718 0.50109 3.87966
H 3.66218 -0.85791 4.78566
H 2.32918 -0.15691 5.54366
O 0.77118 -2.63691 -1.14634
C 0.83418 -3.78391 -1.61834
O 1.45518 -4.79691 -1.13234
C 2.22518 -4.69191 0.00766
C 3.27118 -5.88791 0.10466
C 0.07018 -4.12191 -2.98934
H 1.41418 -4.84891 0.77566
H 2.88618 -3.77391 -0.01234
H 3.68418 -5.77391 0.88666
H 3.88418 -5.92091 -0.70234
H 2.76318 -6.94491 0.22466
H -0.07882 -3.08791 -3.33934
H -0.81182 -4.67091 -2.63434
H 0.70018 -4.60191 -3.69434
O -1.60682 2.44509 -0.22534
C -2.33582 3.27109 -0.81234
O -2.19982 4.60509 -0.63834
C -1.17582 5.24409 0.15266
C -1.22382 6.82509 0.00666
C -3.57382 2.91009 -1.58734
H -0.29882 4.76709 -0.28834
H -1.24182 4.89209 1.04566
H -2.19182 7.11109 0.37466
H -1.04482 7.15009 -1.13234
H -0.59582 7.20109 0.79266
H -3.70582 3.48609 -2.48334
H -4.60782 2.81009 -1.06034
H -3.49282 1.91709 -1.98034
O 3.12318 0.12109 -0.57234
C 3.84118 -0.80391 -0.06834
O 4.45818 -1.81491 -0.76034
C 4.14318 -1.88591 -2.16034
C 4.79818 -3.26191 -2.57034
C 4.41318 -0.73391 1.33066
H 4.61918 -1.00791 -2.52434
H 3.12418 -1.87691 -2.26134
H 4.86818 -3.20391 -3.72334
H 4.11218 -4.23091 -2.32334
H 5.93818 -3.46691 -2.49234
H 5.33818 -0.60591 1.28466
H 4.14618 -1.75091 1.66366
H 3.80618 -0.03591 1.98966
O -2.15082 -0.49591 2.53866
C -2.53282 -0.17891 3.62566
O -3.14382 0.97109 4.10966
C -2.95182 2.03309 3.09766
C -3.32382 3.32409 3.65366
C -2.56782 -1.21891 4.88666
H -3.55582 1.81109 2.28066
H -1.85882 2.05809 2.90566
H -2.66182 3.97109 3.16266
H -3.00482 3.35109 4.63066
H -4.37782 3.45809 3.55766
H -2.98682 -2.26891 4.49766
H -3.23082 -1.05391 5.67366
H -1.50482 -1.33291 5.17866
C 2.70018 3.26409 1.38266
C 1.57418 3.14909 2.27066
O 0.93418 1.98609 2.46266
C 0.91118 4.36409 3.02966
H 2.36818 3.98509 0.40966
H 2.88518 2.28509 1.02366
H 3.44618 3.61709 2.07466
H 1.51518 4.56709 4.03766
H 0.04718 4.28909 3.53466
H 0.83418 5.28209 2.31366
C -2.93482 -1.96891 -4.32034
C -2.06082 -0.71591 -4.05134
O -1.95582 -0.33591 -2.79334
C -1.24382 -0.13791 -5.21134
H -3.97582 -1.64291 -4.17334
H -2.79882 -2.87791 -3.64834
H -2.85182 -2.12591 -5.61134
H -0.75882 0.71509 -5.07834
H -1.78282 -0.26691 -5.99334
H -0.40682 -0.70691 -5.33434
C -5.05082 -2.56291 -0.01834
C -3.97382 -1.56891 -0.22734
O -2.73282 -1.94691 -0.48634
C -4.33082 -0.02891 -0.16534
H -5.12582 -2.78791 1.10666
H -4.79882 -3.58491 -0.67434
H -6.08582 -2.24491 -0.34134
H -4.96282 0.04509 0.74766
H -4.96582 0.33409 -0.96334
H -3.25382 0.58409 0.01366

HOMO in eV: -11.6
LUMO in Eh: -0.05450
Net charge: +1



What should be chosen as the most stable of them? Choose B.



A | # C5H14NO

2 unconnected molecules or ions with the total composition C5H14NO (ωB97M-V/def2-TZVPD, the OMol25 dataset).

Positions of all 21 atoms, in Å:
C 0.78840 -0.67050 0.31196
C 0.72890 0.30476 1.49314
C -0.31023 1.43570 1.35378
C -2.20796 -0.14927 0.96360
C -1.67008 1.05603 0.83189
N 0.59923 0.07485 -0.99767
H -0.03890 -1.36949 0.29603
H 1.76120 -1.14403 0.21800
H 0.62554 -0.25769 2.41614
H 1.70026 0.79951 1.47236
H 0.14371 2.23553 0.77427
H -0.47363 1.87418 2.34474
H -1.74607 -0.95743 1.52731
H -3.19466 -0.40419 0.59541
H -2.33105 1.87368 0.55445
H 1.21643 0.88935 -1.05487
H 0.72938 -0.55060 -1.81836
H -0.33647 0.48736 -1.00193
H 1.62437 -2.48448 -3.05286
H 1.17469 -1.42675 -4.08535
O 1.21694 -1.61653 -3.14205

HOMO in eV: -13.5
LUMO in Eh: -0.11068
Net charge: +1



B | # C5H14NO

2 unconnected molecules or ions with the total composition C5H14NO (ωB97M-V/def2-TZVPD, the OMol25 dataset).

Positions of all 21 atoms, in Å:
C 1.82711 -0.90312 -1.99446
C 2.33848 -0.30212 -0.62635
C 1.48413 -0.65286 0.60930
C 0.03084 -0.26927 0.50906
C -0.88918 -0.62036 1.40827
N -2.05046 0.31145 1.55897
H 0.74862 -0.88976 -1.82387
H 2.22245 -0.20322 -2.72416
H 2.25160 -1.85240 -2.33238
H 3.38906 -0.46228 -0.38586
H 2.14518 0.76464 -0.77856
H 1.54982 -1.73027 0.85415
H 1.97595 -0.15858 1.44740
H -0.05601 0.50059 -0.25511
H -0.88787 -1.51394 2.01625
H -2.94099 -0.17147 1.58909
H -1.80118 0.94000 2.31715
H -2.06894 0.90043 0.68003
H -2.58525 2.68377 -0.81175
H -3.77132 1.76016 -0.84385
O -2.91205 1.86862 -0.41331

HOMO in eV: -14.0
LUMO in Eh: -0.12111
Net charge: +1



C | # C5H14NO

2 unconnected molecules or ions with the total composition C5H14NO (ωB97M-V/def2-TZVPD, the OMol25 dataset).

Positions of all 21 atoms, in Å:
C 0.73418 1.91311 -1.38170
C 0.69314 0.86389 -0.26964
N -0.68590 0.26412 -0.06001
C -0.60792 -1.13421 -0.60844
C 0.78832 -1.59481 -0.27014
C 1.63425 -0.32785 -0.50048
H 0.12198 2.76668 -1.11493
H 0.39527 1.48308 -2.31973
H 1.76646 2.24911 -1.43487
H 0.92948 1.39628 0.65731
H -1.41907 0.73430 -0.58321
H -0.89535 0.22455 0.94340
H -1.46336 -1.73189 -0.30258
H -0.69646 -1.07774 -1.69706
H 0.91414 -1.99231 0.73692
H 1.10557 -2.39604 -0.93978
H 2.09288 -0.23481 -1.48010
H 2.44643 -0.28115 0.19847
H -1.81950 0.67504 2.96286
H -2.32773 -0.78629 3.04786
O -1.89790 -0.15457 2.46537

HOMO in eV: -15.9
LUMO in Eh: -0.10853
Net charge: +1



What should be chosen as the most stable of them? Choose C.



A | # C5H14NO

2 unconnected molecules or ions with the total composition C5H14NO (ωB97M-V/def2-TZVPD, the OMol25 dataset).

Positions of all 21 atoms, in Å:
C -1.73138 1.32098 -1.08134
C -1.36105 0.97270 0.33511
C -1.98266 0.01312 1.02551
O -1.63353 -0.31912 2.30152
H -1.04200 0.90359 -1.82196
H -2.72746 0.95365 -1.31932
H -1.69032 2.40069 -1.22259
H -0.53760 1.45732 0.84317
H -2.86452 -0.50633 0.65530
H -2.44924 -0.53355 2.80758
C 1.90795 0.05990 0.80179
N 1.14094 -0.90297 -0.08333
C 1.77086 -1.08622 -1.40155
H 1.35509 0.14476 1.73282
H 2.90989 -0.32271 0.96248
H 1.91236 1.02502 0.30244
H 0.16936 -0.52771 -0.17117
H 1.08142 -1.73115 0.50687
H 1.76539 -0.11213 -1.88862
H 1.21259 -1.78356 -2.01991
H 2.79390 -1.42626 -1.26479

HOMO in eV: -12.8
LUMO in Eh: -0.11047
Net charge: +1



B | # C5H14NO

2 unconnected molecules or ions with the total composition C5H14NO (ωB97M-V/def2-TZVPD, the OMol25 dataset).

Positions of all 21 atoms, in Å:
C 2.18854 1.32660 0.49054
C 1.16613 0.57168 -0.29480
C -0.04512 1.43661 -0.66460
C -1.31698 0.69435 -1.00281
C -2.28783 0.54750 -0.12360
N 0.66289 -0.57012 0.58054
H 1.93370 1.46599 1.55219
H 3.18982 0.88065 0.51920
H 2.34530 2.34510 0.13559
H 1.49691 0.02916 -1.17973
H 0.25214 2.07730 -1.48660
H -0.28606 2.11062 0.16325
H -1.42335 0.23933 -1.98151
H -3.16355 -0.03883 -0.35002
H -2.27734 1.02802 0.85489
H -0.07562 -1.11198 0.13480
H 0.36901 -0.24441 1.49938
H 1.40135 -1.25429 0.74430
H -1.30479 -2.90909 -0.06409
H -0.47214 -3.99261 0.48687
O -0.62267 -3.04303 0.61845

HOMO in eV: -14.1
LUMO in Eh: -0.11140
Net charge: +1



C | # C5H14NO

2 unconnected molecules or ions with the total composition C5H14NO (ωB97M-V/def2-TZVPD, the OMol25 dataset).

Positions of all 21 atoms, in Å:
C 0.76947 -0.18141 -0.66095
C -0.56902 -0.77556 -1.05329
C -1.69216 -0.33385 -0.11400
C -2.22082 -2.03412 1.63896
C -1.57950 -0.94717 1.26053
N 0.78366 1.28937 -0.98379
H 0.79225 -0.24826 0.42832
H 1.72887 -0.60207 -0.96321
H -0.53936 -1.86604 -1.02341
H -0.78306 -0.64907 -2.11893
H -1.81050 0.74284 0.03464
H -2.64448 -0.62756 -0.54810
H -2.93845 -2.51917 0.97722
H -2.16542 -2.47111 2.60668
H -0.95838 -0.46109 1.97892
H 0.68081 1.41958 -1.99017
H 1.60042 1.72876 -0.53267
H -0.08197 1.65492 -0.58429
H 3.94324 1.69879 0.77870
H 3.23649 2.95005 0.40005
O 3.17241 1.99276 0.26615

HOMO in eV: -13.1
LUMO in Eh: -0.11737
Net charge: +1



D | # C5H14NO

2 unconnected molecules or ions with the total composition C5H14NO (ωB97M-V/def2-TZVPD, the OMol25 dataset).

Positions of all 21 atoms, in Å:
C 1.18368 0.63388 -0.64386
C 1.70686 -0.73826 -0.26410
C 0.83974 -1.55005 0.71708
C -1.65159 -1.83420 0.59492
C -0.44925 -2.11058 0.13476
N -0.27174 0.84400 -0.25150
H 1.72879 1.44026 -0.16163
H 1.20910 0.91396 -1.71118
H 2.68627 -0.64493 0.15690
H 1.80890 -1.30232 -1.19375
H 1.42199 -2.39284 1.05383
H 0.67334 -0.97055 1.60149
H -1.83753 -1.21578 1.46115
H -2.53947 -2.24249 0.14502
H -0.25870 -2.74793 -0.70010
H -0.55908 1.83098 -0.13710
H -0.52424 0.29553 0.56214
H -0.81748 0.43478 -1.00554
H -2.21390 3.82957 -0.26143
H -0.75850 4.13410 -0.06920
O -1.37721 3.39287 -0.02788

HOMO in eV: -13.8
LUMO in Eh: -0.11110
Net charge: +1



What should be chosen as the most stable of them? Choose B.